Below is a 6-piece molecular cluster, C17H48ClN2O15S3 overall at a distorted geometry, with properties calculated with wB97M-V/def2-TZVPD.

Results
total charge: +1
LUMO energy: -4.669 eV
molar mass: 652.2 g/mol
Kohn-Sham gap: 5.16 eV
E_HOMO: -0.361 hartree

Atoms and positions in Å:
1 C -4.375 -5.508 -4.001
2 C -5.238 -4.263 -3.922
3 C -5.845 -3.829 -2.528
4 O -6.444 -2.560 -2.576
5 C -7.014 -2.155 -1.316
6 N -4.566 -3.053 -4.594
7 H -3.819 -2.557 -4.130
8 H -4.409 -3.117 -5.590
9 H -5.253 -2.312 -4.615
10 H -3.969 -5.612 -5.008
11 H -4.940 -6.436 -3.909
12 H -3.673 -5.573 -3.170
13 H -6.090 -4.300 -4.602
14 H -5.137 -3.940 -1.707
15 H -6.701 -4.459 -2.285
16 H -6.520 -2.252 -0.349
17 H -8.008 -2.593 -1.225
18 H -7.009 -1.083 -1.513
19 C 0.123 0.942 -7.680
20 C 0.414 -0.540 -7.517
21 C 0.125 -0.915 -6.038
22 O 0.301 -2.335 -5.904
23 C 0.707 -2.713 -4.613
24 N -0.515 -1.258 -8.512
25 H -0.575 -2.263 -8.426
26 H -1.457 -0.987 -8.270
27 H -0.328 -0.965 -9.460
28 H 0.940 1.557 -7.303
29 H -0.889 1.283 -7.458
30 H 0.177 1.140 -8.751
31 H 1.466 -0.707 -7.749
32 H -0.844 -0.628 -5.631
33 H 0.851 -0.414 -5.397
34 H 0.895 -3.777 -4.751
35 H 0.082 -2.495 -3.747
36 H 1.689 -2.304 -4.372
37 Cl -1.693 0.195 0.144
38 O -2.339 -1.070 0.303
39 O -1.561 0.403 -1.227
40 O -2.556 1.231 0.647
41 O -0.402 0.188 0.797
42 O 4.147 3.287 5.161
43 S 4.317 2.091 5.970
44 O 5.521 1.300 6.000
45 O 4.098 2.435 7.569
46 C 3.165 3.394 8.076
47 C 3.271 3.226 9.555
48 C 2.844 1.009 5.748
49 H 2.155 3.200 7.716
50 H 3.346 4.448 7.868
51 H 4.293 3.580 9.690
52 H 3.205 2.224 9.979
53 H 2.541 3.883 10.029
54 H 1.937 1.567 5.983
55 H 3.033 0.159 6.403
56 H 2.965 0.665 4.721
57 O -0.392 7.355 3.133
58 S -0.575 6.021 3.683
59 O -0.392 5.752 5.133
60 O -2.115 5.526 3.419
61 C -2.767 5.837 2.175
62 C -4.213 5.375 2.580
63 C 0.322 4.894 2.668
64 H -2.396 5.330 1.284
65 H -2.743 6.885 1.875
66 H -4.262 4.302 2.765
67 H -4.899 5.512 1.744
68 H -4.681 5.818 3.459
69 H 0.082 3.856 2.896
70 H 1.365 5.201 2.741
71 H 0.044 5.191 1.656
72 O 5.182 -4.877 2.292
73 S 4.341 -3.672 2.305
74 O 3.084 -3.696 3.065
75 O 5.276 -2.425 2.910
76 C 6.591 -2.227 2.633
77 C 6.699 -1.022 1.690
78 C 4.051 -3.053 0.551
79 H 7.118 -3.081 2.207
80 H 7.128 -2.226 3.581
81 H 6.840 -1.368 0.666
82 H 7.487 -0.333 1.994
83 H 5.753 -0.483 1.737
84 H 4.877 -3.152 -0.153
85 H 3.602 -2.060 0.509
86 H 3.155 -3.616 0.290

---

Below is a 7-piece molecular cluster, C17H48O7 overall at a distorted geometry, with properties calculated with wB97M-V/def2-TZVPD.

Results
total charge: 0
energy relative to the best compared isomer or geometry (same formula, charge and spin): 72.2 kcal per mole
LUMO energy: 0.325 eV
molar mass: 364.6 g/mol
SMILES: CC(C)O.CC(C)O.CC(C)O.CC(C)O.CC(C)O.CO.CO
Kohn-Sham gap: 10.19 eV
E_HOMO: -0.363 hartree

Atoms and positions in Å:
1 C -2.992 -0.493 -5.045
2 C -2.186 0.421 -6.071
3 C -0.674 0.052 -6.097
4 O -2.841 0.186 -7.356
5 H -4.053 -0.298 -5.202
6 H -2.692 -0.069 -4.087
7 H -2.812 -1.567 -4.988
8 H -2.358 1.477 -5.865
9 H -0.338 0.156 -5.065
10 H -0.196 0.823 -6.701
11 H -0.581 -1.000 -6.365
12 H -2.550 -0.591 -7.840
13 C -7.880 3.813 -2.495
14 C -7.645 2.918 -1.306
15 C -6.150 2.470 -1.208
16 O -8.016 3.551 -0.105
17 H -7.259 4.701 -2.611
18 H -8.884 4.230 -2.418
19 H -7.784 3.278 -3.440
20 H -8.286 2.036 -1.297
21 H -5.936 2.241 -0.164
22 H -5.537 3.348 -1.408
23 H -5.985 1.785 -2.040
24 H -8.357 4.409 -0.368
25 C 1.950 3.322 8.614
26 C 2.243 2.083 7.892
27 C 2.328 2.325 6.418
28 O 3.553 1.670 8.321
29 H 2.614 4.137 8.325
30 H 2.140 3.164 9.675
31 H 0.920 3.629 8.433
32 H 1.444 1.357 8.042
33 H 2.883 3.250 6.263
34 H 1.326 2.461 6.014
35 H 2.900 1.570 5.879
36 H 3.803 0.870 7.853
37 C 5.266 -6.384 2.202
38 C 5.128 -7.462 1.156
39 C 5.524 -7.055 -0.237
40 O 5.975 -8.565 1.523
41 H 4.788 -5.423 2.013
42 H 6.341 -6.289 2.357
43 H 5.010 -6.738 3.200
44 H 4.109 -7.814 1.314
45 H 6.603 -7.141 -0.370
46 H 5.366 -6.008 -0.499
47 H 5.121 -7.709 -1.010
48 H 5.767 -9.385 1.068
49 C -1.163 -0.519 0.392
50 C 0.165 0.122 0.758
51 C 1.111 -0.910 1.534
52 O 0.704 0.667 -0.429
53 H -1.500 -1.069 1.271
54 H -1.012 -1.253 -0.400
55 H -1.831 0.298 0.123
56 H -0.047 1.010 1.353
57 H 2.060 -0.484 1.859
58 H 1.119 -1.935 1.163
59 H 0.529 -1.068 2.442
60 H 0.142 1.420 -0.626
61 C -0.443 5.429 -1.213
62 O -1.290 4.476 -1.801
63 H 0.111 4.742 -0.574
64 H 0.255 6.029 -1.797
65 H -1.118 5.951 -0.535
66 H -1.689 4.825 -2.601
67 C 3.995 -1.880 -2.740
68 O 3.927 -0.561 -2.386
69 H 3.594 -2.504 -1.941
70 H 3.268 -1.993 -3.545
71 H 4.939 -2.206 -3.177
72 H 3.062 -0.329 -2.039

---

Below is a 7-piece molecular cluster, C17H49N3O8 overall at a distorted geometry, with properties calculated with wB97M-V/def2-TZVPD.

Results
total charge: +1
LUMO energy (alpha / beta): -2.389 / -7.929 eV
spin multiplicity: 2
molar mass: 423.6 g/mol
Kohn-Sham gap (alpha / beta): 9.45 / 3.91 eV
E_HOMO (alpha / beta): -0.435 / -0.435 hartree

Atoms and positions in Å:
1 C 3.340 -0.065 -1.784
2 O 4.474 -0.080 -2.232
3 N 2.936 -0.044 -0.558
4 N 2.297 0.011 -2.525
5 H 3.545 0.153 0.223
6 H 1.976 0.227 -0.405
7 H 2.534 -0.025 -3.506
8 H 1.348 -0.033 -2.183
9 C -5.677 -0.384 1.400
10 C -5.444 -0.913 2.759
11 O -4.114 -1.174 2.961
12 H -6.720 -0.095 1.275
13 H -5.504 -1.197 0.694
14 H -5.042 0.475 1.182
15 H -6.112 -1.742 2.993
16 H -5.670 -0.053 3.389
17 H -4.071 -2.122 3.106
18 C -2.162 1.226 0.345
19 C -0.834 1.912 0.644
20 O 0.174 1.225 -0.001
21 H -3.015 1.818 0.677
22 H -2.237 0.340 0.975
23 H -2.296 1.111 -0.730
24 H -0.789 2.107 1.715
25 H -0.768 2.946 0.305
26 H -0.201 0.941 -0.839
27 C -0.527 -1.836 -3.181
28 C -1.237 -0.437 -3.393
29 O -0.617 0.543 -2.631
30 H -0.891 -2.456 -4.001
31 H -0.617 -2.361 -2.231
32 H 0.522 -1.803 -3.475
33 H -2.283 -0.408 -3.088
34 H -1.129 -0.251 -4.462
35 H -0.979 1.329 -3.046
36 C -2.926 3.909 -3.041
37 C -2.230 3.650 -4.340
38 O -1.114 2.822 -4.126
39 H -3.185 2.976 -2.540
40 H -3.728 4.623 -3.229
41 H -2.210 4.402 -2.384
42 H -1.784 4.496 -4.863
43 H -2.847 3.131 -5.073
44 H -1.215 2.205 -4.854
45 C 2.253 3.946 0.305
46 C 1.290 5.153 0.447
47 O 1.754 5.963 1.556
48 H 2.026 3.243 1.106
49 H 3.321 4.158 0.355
50 H 2.023 3.546 -0.683
51 H 0.310 4.809 0.778
52 H 1.092 5.679 -0.487
53 H 1.188 6.736 1.500
54 C 1.377 -1.641 5.934
55 O 1.781 -1.185 4.640
56 C 0.766 -1.321 3.566
57 C 1.459 -1.542 2.225
58 N 1.742 -2.949 1.946
59 C 2.322 -3.044 0.587
60 C 2.512 -4.481 0.172
61 O 3.803 -5.021 0.380
62 C 4.165 -6.093 -0.460
63 H 0.424 -1.201 6.231
64 H 2.191 -1.410 6.622
65 H 1.172 -2.709 5.870
66 H 0.241 -0.366 3.562
67 H 0.040 -2.119 3.726
68 H 2.414 -1.028 2.116
69 H 0.860 -1.063 1.450
70 H 2.476 -3.259 2.567
71 H 3.317 -2.599 0.574
72 H 1.839 -2.536 -0.247
73 H 2.245 -4.512 -0.885
74 H 1.775 -5.093 0.691
75 H 3.458 -6.920 -0.387
76 H 5.166 -6.408 -0.164
77 H 4.228 -5.829 -1.515

---

Below is C17H50AlN2O12P4 as an isolated structure at a distorted geometry, with properties calculated with wB97M-V/def2-TZVPD.

Results
total charge: -1
energy relative to the best compared isomer or geometry (same formula, charge and spin): 203.1 kcal per mole
LUMO energy: -0.442 eV
molar mass: 625.5 g/mol
Kohn-Sham gap: 3.13 eV
E_HOMO: -0.131 hartree

Atoms and positions in Å:
1 C 4.950 -3.230 1.961
2 C 3.921 -3.359 0.742
3 N 3.032 -2.186 0.583
4 Al 1.386 -2.366 1.554
5 C -0.163 -2.203 0.201
6 C -1.513 -2.896 0.664
7 N -1.790 -4.210 0.045
8 P 1.301 -4.303 2.866
9 C 1.005 -5.803 1.752
10 C 2.174 -6.891 1.842
11 C -0.065 -4.125 4.167
12 C -0.031 -2.644 4.774
13 H 5.069 -4.242 2.455
14 H 5.958 -2.894 1.572
15 H 4.546 -2.537 2.754
16 H 3.358 -4.327 0.812
17 H 4.571 -3.417 -0.193
18 H 3.512 -1.344 0.917
19 H 1.303 -1.096 2.539
20 H 0.212 -2.533 -0.809
21 H -0.369 -1.088 0.115
22 H -2.373 -2.199 0.412
23 H -1.518 -3.048 1.780
24 H -1.381 -4.984 0.560
25 H -1.565 -4.234 -0.946
26 H 0.019 -6.291 2.022
27 H 0.878 -5.435 0.685
28 H 2.187 -7.337 2.873
29 H 3.177 -6.394 1.698
30 H 1.985 -7.708 1.084
31 H 0.205 -4.801 5.037
32 H -1.064 -4.393 3.726
33 H 0.978 -2.166 4.648
34 H -0.286 -2.653 5.870
35 H -0.810 -2.035 4.224
36 C 1.896 5.425 -0.226
37 O 2.386 4.252 0.433
38 P 2.489 2.820 -0.507
39 O 3.070 2.060 0.674
40 O 3.680 3.449 -1.440
41 C 4.884 3.873 -0.826
42 O 2.456 1.424 -1.488
43 C 1.503 0.426 -1.092
44 H 0.982 5.759 0.269
45 H 2.651 6.211 -0.146
46 H 1.683 5.245 -1.281
47 H 4.875 3.750 0.258
48 H 5.041 4.929 -1.058
49 H 5.713 3.297 -1.242
50 H 0.553 0.891 -0.823
51 H 1.885 -0.148 -0.250
52 H 1.339 -0.248 -1.933
53 C -1.500 3.053 2.207
54 O -1.792 4.254 1.472
55 P -3.404 4.826 1.525
56 O -3.113 6.053 0.673
57 O -3.297 5.159 3.121
58 C -2.353 6.121 3.565
59 O -5.092 5.079 1.613
60 C -5.793 4.914 0.381
61 H -1.155 2.288 1.511
62 H -0.706 3.268 2.924
63 H -2.374 2.679 2.742
64 H -1.754 6.535 2.754
65 H -1.685 5.646 4.286
66 H -2.886 6.932 4.064
67 H -5.435 4.034 -0.155
68 H -5.668 5.802 -0.239
69 H -6.852 4.783 0.604
70 C -2.108 -0.556 -7.575
71 O -1.380 -0.930 -6.401
72 P -1.675 -0.017 -4.978
73 O -0.732 -0.845 -4.121
74 O -3.214 -0.559 -4.881
75 C -3.447 -1.949 -4.708
76 O -2.035 1.136 -3.769
77 C -0.947 1.980 -3.395
78 H -1.403 -0.255 -8.352
79 H -2.674 -1.422 -7.925
80 H -2.800 0.267 -7.384
81 H -2.528 -2.534 -4.683
82 H -4.066 -2.304 -5.534
83 H -3.990 -2.100 -3.774
84 H -0.398 2.314 -4.277
85 H -0.279 1.447 -2.720
86 H -1.349 2.854 -2.879

---

Below is C17H50CsN3O10S as an isolated structure at a distorted geometry, with properties calculated with wB97M-V/def2-TZVPD.

Results
total charge: +2
LUMO energy: -7.451 eV
molar mass: 621.6 g/mol
Kohn-Sham gap: 3.90 eV
E_HOMO: -0.417 hartree

Atoms and positions in Å:
1 O -3.978 -1.397 -3.779
2 H -4.684 -1.926 -3.369
3 H -4.290 -0.551 -4.122
4 H -3.125 -1.253 -3.110
5 O -3.391 2.857 -2.804
6 H -2.548 2.256 -2.525
7 H -3.833 2.445 -3.563
8 H -3.999 2.911 -2.045
9 O -4.356 0.241 1.275
10 H -3.374 0.173 0.838
11 H -4.770 -0.634 1.161
12 H -4.936 0.929 0.916
13 Cs 0.695 1.101 -3.623
14 S -1.560 -0.073 -1.280
15 O -2.082 -1.025 -2.306
16 O -2.348 -0.179 -0.033
17 O -0.183 -0.456 -1.061
18 O -1.690 1.301 -1.875
19 C 1.549 -2.871 -5.404
20 C 0.555 -2.823 -4.232
21 C 1.333 -2.692 -2.918
22 O 2.512 -3.483 -2.886
23 C 3.105 -3.443 -1.600
24 N -0.374 -1.731 -4.570
25 H 2.000 -3.860 -5.452
26 H 2.212 -2.010 -5.387
27 H 0.976 -2.846 -6.338
28 H 0.079 -3.799 -4.063
29 H 0.688 -2.925 -2.066
30 H 1.810 -1.694 -2.856
31 H 3.360 -2.427 -1.286
32 H 4.025 -4.019 -1.685
33 H 2.469 -3.978 -0.888
34 H -1.041 -2.051 -5.260
35 H -0.889 -1.383 -3.771
36 C -1.544 4.683 -1.333
37 C -2.178 4.687 0.057
38 C -1.289 3.965 1.058
39 O -0.083 4.683 1.187
40 C 0.863 3.978 2.003
41 N -2.484 6.076 0.465
42 H -0.631 5.274 -1.308
43 H -2.202 5.085 -2.103
44 H -1.340 3.635 -1.561
45 H -3.184 4.228 0.022
46 H -1.121 2.899 0.840
47 H -1.760 4.035 2.055
48 H 1.700 4.655 2.135
49 H 1.196 3.093 1.450
50 H 0.406 3.668 2.945
51 H -2.696 6.048 1.461
52 H -1.593 6.572 0.438
53 C -0.834 -2.180 2.209
54 C 0.412 -1.718 2.966
55 C 1.269 -2.942 3.287
56 C 2.745 -2.648 3.545
57 C 3.359 -1.760 2.494
58 C 2.575 -0.458 2.262
59 N 1.155 -0.748 2.188
60 O 0.365 0.287 1.683
61 C 2.905 0.464 3.453
62 C 3.085 0.182 0.973
63 C -0.047 -1.063 4.287
64 H -1.288 -3.034 2.709
65 H -1.573 -1.384 2.099
66 H -0.534 -2.402 1.177
67 H 0.851 -3.508 4.118
68 H 1.195 -3.568 2.389
69 H 2.915 -2.380 4.588
70 H 3.197 -3.643 3.454
71 H 3.340 -2.229 1.502
72 H 4.404 -1.594 2.755
73 H 2.302 1.356 3.619
74 H 3.938 0.811 3.305
75 H 2.984 -0.087 4.391
76 H 4.164 0.026 0.908
77 H 2.785 1.229 0.962
78 H 2.724 -0.310 0.064
79 H -0.681 -0.184 4.145
80 H -0.599 -1.717 4.970
81 H 0.836 -0.745 4.846
82 H 0.070 -0.006 0.809

---

Below is a 8-piece molecular cluster, C17H50N9O12 overall at a distorted geometry, with properties calculated with wB97M-V/def2-TZVPD.

Results
total charge: 0
LUMO energy (alpha / beta): -0.310 / -5.535 eV
spin multiplicity: 2
molar mass: 572.6 g/mol
Kohn-Sham gap (alpha / beta): 8.15 / 2.93 eV
E_HOMO (alpha / beta): -0.311 / -0.311 hartree

Atoms and positions in Å:
1 N -0.112 -0.256 -0.366
2 O -0.031 -0.308 -1.539
3 O -1.090 -0.706 0.207
4 O 0.833 0.161 0.320
5 C -3.450 -5.339 2.460
6 O -2.185 -5.023 1.983
7 C -1.481 -4.341 2.998
8 C -0.020 -3.982 2.750
9 N 0.059 -3.786 1.288
10 C 1.419 -3.875 0.752
11 C 1.385 -3.597 -0.771
12 O 0.242 -4.237 -1.330
13 C 0.353 -4.482 -2.742
14 H -4.188 -5.814 1.814
15 H -3.974 -4.421 2.728
16 H -3.632 -5.956 3.340
17 H -1.463 -4.920 3.922
18 H -1.962 -3.379 3.180
19 H 0.608 -4.779 3.148
20 H 0.335 -3.135 3.338
21 H -0.248 -2.841 1.105
22 H 1.602 -4.919 1.008
23 H 2.204 -3.239 1.163
24 H 2.282 -4.038 -1.207
25 H 1.390 -2.521 -0.944
26 H 0.369 -3.482 -3.174
27 H -0.630 -4.865 -3.018
28 H 1.233 -4.918 -3.214
29 C -0.876 5.451 -1.652
30 O 0.045 5.103 -0.737
31 C 0.266 3.697 -0.619
32 C 1.777 3.472 -0.880
33 N 2.584 4.393 -0.030
34 C 2.831 4.031 1.362
35 C 3.866 4.972 1.998
36 O 5.136 4.598 1.575
37 C 5.722 5.396 0.646
38 H -0.870 6.523 -1.846
39 H -1.899 5.185 -1.383
40 H -0.641 4.832 -2.518
41 H -0.328 3.005 -1.217
42 H -0.039 3.419 0.390
43 H 1.926 3.836 -1.896
44 H 2.066 2.421 -0.868
45 H 1.944 5.173 0.015
46 H 3.271 3.034 1.339
47 H 1.851 3.992 1.837
48 H 3.776 4.842 3.076
49 H 3.692 6.021 1.759
50 H 5.395 6.435 0.628
51 H 5.626 4.996 -0.363
52 H 6.807 5.499 0.652
53 C 2.002 -0.464 -4.296
54 O 2.590 -0.453 -5.359
55 N 2.512 -0.169 -3.098
56 N 0.687 -0.716 -4.103
57 H 3.494 0.031 -2.975
58 H 1.805 -0.146 -2.376
59 H 0.227 -0.477 -3.237
60 H 0.134 -1.067 -4.872
61 C -3.469 -0.238 -3.159
62 O -4.623 -0.224 -3.530
63 N -2.945 -1.307 -2.494
64 N -2.609 0.710 -3.282
65 H -2.164 -1.233 -1.858
66 H -3.593 -2.074 -2.386
67 H -1.763 0.653 -2.732
68 H -2.892 1.468 -3.886
69 C -5.004 -1.667 1.684
70 O -5.868 -2.540 1.701
71 N -4.790 -0.814 2.606
72 N -4.051 -1.664 0.849
73 H -4.230 0.023 2.526
74 H -5.184 -0.930 3.529
75 H -3.245 -1.064 0.951
76 H -4.046 -2.426 0.187
77 C -2.887 1.992 0.126
78 O -3.013 1.368 1.387
79 H -1.908 2.440 0.299
80 H -2.732 1.370 -0.755
81 H -3.560 2.848 0.158
82 H -2.508 0.555 1.320
83 C 3.635 -0.103 2.806
84 O 2.336 -0.599 3.051
85 H 4.375 -0.830 2.473
86 H 3.685 0.837 2.256
87 H 3.922 0.149 3.827
88 H 1.908 -0.568 2.192

---

Q: Which of these has the lowest molar mass?
A: C17H48O7